# 1
# C14H28Br4IO2

3 unconnected molecules or ions with the total composition C14H28Br4IO2 (ωB97M-V/def2-TZVPD, the OMol25 dataset).

Geometry as ORCA input:
```
! wB97M-V def2-TZVPD RIJCOSX def2/J DEFGRID3
* xyz -1 1
C -3.443 0.713 -2.733
C -2.056 0.075 -2.666
O -1.009 1.012 -2.549
C -0.835 1.531 -1.217
C 0.438 0.951 -0.610
C 0.752 1.364 0.834
C 0.646 0.195 1.794
C -0.752 -0.474 1.827
C -0.754 -1.917 1.351
I -1.657 -0.506 3.854
O -0.294 2.342 1.210
C -0.003 3.008 2.405
C -0.553 4.428 2.351
H -3.915 0.786 -1.752
H -3.350 1.722 -3.138
H -4.110 0.133 -3.375
H -2.008 -0.644 -1.834
H -1.819 -0.479 -3.572
H -0.785 2.619 -1.285
H -1.714 1.291 -0.609
H 1.248 1.234 -1.298
H 0.352 -0.146 -0.703
H 1.362 -0.563 1.443
H 0.963 0.462 2.809
H -1.446 0.138 1.253
H -0.384 -1.939 0.319
H -1.741 -2.381 1.373
H -0.065 -2.510 1.955
H -0.437 2.474 3.264
H 1.089 3.015 2.541
H 0.001 5.097 3.016
H -0.450 4.810 1.333
H -1.609 4.473 2.628
Br 2.012 -1.236 -6.951
C 1.193 -0.560 -5.319
C 0.814 -1.660 -4.365
Br -0.759 -2.639 -4.949
H 0.329 0.021 -5.624
H 1.929 0.093 -4.857
H 0.549 -1.220 -3.404
H 1.606 -2.391 -4.238
Br 3.931 -1.059 3.742
C 2.372 -2.179 4.019
C 2.620 -3.606 3.598
Br 2.642 -3.806 1.665
H 1.561 -1.715 3.464
H 2.150 -2.138 5.083
H 1.813 -4.243 3.955
H 3.574 -3.976 3.960
*
```

Energy = -307336.38453 eV
Orbital gap = 4.12 eV
HOMO energy = -1.79 eV
Largest force on an atom = 0.00646 Eh/bohr
Molecular weight = 674.90 u

natural (NBO) atomic charge list, values in e, 4 entries: C -0.647; C -0.064; O -0.570; C -0.061

---

# 2
# C12H14N2O

2 unconnected molecules or ions with the total composition C12H14N2O (ωB97M-V/def2-TZVPD, the OMol25 dataset).

Geometry as ORCA input:
```
! wB97M-V def2-TZVPD RIJCOSX def2/J DEFGRID3
* xyz 0 1
C 2.598 0.641 1.555
C 2.345 -0.194 0.287
C 1.214 0.333 -0.629
C 1.627 1.608 -1.384
C 0.040 0.706 0.228
C -0.963 -0.201 0.136
C -2.212 -0.517 0.776
C -2.810 -1.715 0.553
C -2.307 -2.617 -0.423
C -1.350 -2.255 -1.269
C -0.595 -1.102 -0.968
C 0.646 -0.814 -1.397
H 3.404 0.019 2.148
H 1.656 0.445 2.025
H 2.879 1.625 1.566
H 1.816 -1.053 0.778
H 3.213 -0.490 -0.343
H 1.471 2.435 -0.715
H 1.048 1.554 -2.322
H 2.761 1.613 -1.632
H 0.083 1.335 1.093
H -2.678 0.144 1.457
H -3.631 -1.971 1.152
H -2.999 -3.573 -0.596
H -1.014 -2.918 -2.137
H 1.192 -1.496 -2.024
N -1.600 2.909 0.016
N -2.450 2.782 0.699
O -3.382 2.768 1.368
*
```

Energy = -17693.92688 eV
Orbital gap = 7.27 eV
HOMO energy = -7.37 eV
Largest force on an atom = 0.09431 Eh/bohr
Molecular weight = 202.26 u
Energy above the lowest of the compared OMol25 structures with the same formula, charge and spin = 573.6 kJ/mol

natural (NBO) atomic charge list, values in e, 4 entries: C -0.607; C -0.354; C -0.160; C -0.585

---

# 3
# C16H24AsF6O2PbS

A molecular structure, C16H24AsF6O2PbS (ωB97M-V/def2-TZVPD, the OMol25 dataset).

Geometry as ORCA input:
```
! wB97M-V def2-TZVPD RIJCOSX def2/J DEFGRID3
* xyz 1 1
Pb 1.014 -0.533 -0.196
C 0.230 -2.629 3.111
C 0.697 -1.227 2.836
C -0.169 -0.280 2.271
C 0.229 1.057 2.073
C -0.770 2.110 1.689
C 1.559 1.391 2.338
C 2.464 0.444 2.803
C 3.911 0.792 2.998
C 2.008 -0.848 3.072
H -0.102 -2.720 4.147
H 1.034 -3.347 2.955
H -0.605 -2.902 2.466
H -1.202 -0.555 2.081
H -1.150 2.591 2.593
H -1.621 1.690 1.154
H -0.326 2.885 1.069
H 1.895 2.407 2.152
H 4.099 1.060 4.040
H 4.203 1.637 2.377
H 4.547 -0.056 2.748
H 2.725 -1.593 3.399
C 1.479 2.475 -1.426
C 0.363 1.724 -2.146
O -0.197 0.685 -1.386
C 0.944 1.120 -3.450
F -0.006 0.692 -4.294
F 1.702 0.052 -3.128
F 1.715 1.981 -4.112
C -0.803 2.682 -2.473
F -1.886 2.023 -2.915
F -1.178 3.347 -1.368
F -0.455 3.580 -3.396
H 2.343 1.818 -1.302
H 1.118 2.798 -0.451
H 1.804 3.349 -1.986
S 3.180 -1.298 -0.183
C -2.876 -3.617 -0.701
As -2.041 -1.987 -1.235
C -1.827 -1.941 -3.126
C -3.124 -0.519 -0.672
O -0.512 -2.021 -0.489
H -3.893 -3.653 -1.087
H -2.891 -3.657 0.386
H -2.300 -4.453 -1.089
H -2.769 -2.194 -3.609
H -1.061 -2.663 -3.402
H -1.520 -0.939 -3.408
H -4.090 -0.592 -1.171
H -2.620 0.400 -0.961
H -3.271 -0.565 0.405
*
```

Energy = -114297.64437 eV
Orbital gap = 7.31 eV
HOMO energy = -12.00 eV
Largest force on an atom = 0.00662 Eh/bohr
Molecular weight = 676.54 u

natural (NBO) atomic charge list, values in e, 4 entries: Pb 1.848; C -0.641; C 0.021; C -0.320

---

# 4
# C42H126O42

21 unconnected molecules or ions with the total composition C42H126O42 (ωB97M-V/def2-TZVPD, the OMol25 dataset).

Geometry as ORCA input:
```
! wB97M-V def2-TZVPD RIJCOSX def2/J DEFGRID3
* xyz 0 1
C 24.463 18.147 17.179
C 23.521 17.239 16.441
O 23.168 16.198 17.396
O 23.800 18.773 18.227
H 24.950 18.895 16.532
H 25.252 17.520 17.536
H 24.061 16.811 15.525
H 22.596 17.759 16.087
H 22.597 15.557 16.945
H 23.915 18.217 19.005
C 16.225 9.419 19.193
C 16.029 10.053 20.515
O 17.018 9.635 21.429
O 17.255 10.287 18.614
H 15.337 9.374 18.614
H 16.521 8.409 19.305
H 15.076 9.710 20.961
H 16.011 11.109 20.297
H 17.882 9.736 20.969
H 17.512 9.847 17.778
C 10.017 18.041 11.842
C 10.810 18.603 10.614
O 12.136 18.144 10.840
O 10.447 18.674 13.039
H 10.181 16.969 11.954
H 8.934 18.260 11.655
H 10.922 19.678 10.649
H 10.352 18.359 9.644
H 12.223 17.169 10.778
H 11.433 18.668 13.114
C 19.380 18.357 19.316
C 20.382 17.732 18.370
O 21.334 16.914 19.093
O 18.298 17.412 19.657
H 18.928 19.231 18.905
H 19.876 18.680 20.204
H 21.004 18.561 17.886
H 19.858 17.070 17.639
H 22.085 16.746 18.448
H 18.683 16.639 20.146
C 17.636 15.517 13.940
C 16.523 14.776 14.487
O 16.908 13.551 14.984
O 18.234 14.978 12.754
H 18.469 15.727 14.685
H 17.289 16.492 13.717
H 15.844 14.577 13.639
H 15.899 15.457 15.146
H 17.489 13.558 15.802
H 17.795 15.396 11.980
C 13.816 15.316 12.017
C 13.173 14.088 12.525
O 13.592 12.992 11.679
O 13.416 15.526 10.677
H 14.854 15.272 12.001
H 13.582 16.183 12.665
H 12.082 14.206 12.529
H 13.556 13.909 13.496
H 13.430 13.263 10.743
H 14.106 15.839 10.051
C 24.227 15.571 11.334
C 24.151 17.095 11.697
O 23.460 17.238 12.925
O 24.970 15.369 10.160
H 23.232 15.163 11.161
H 24.640 15.089 12.195
H 23.503 17.513 10.885
H 25.040 17.622 11.743
H 22.517 17.245 12.706
H 25.914 15.252 10.331
C 20.331 15.433 22.269
C 19.162 15.697 23.211
O 18.857 17.032 23.255
O 19.863 15.481 20.921
H 20.753 14.464 22.465
H 21.071 16.219 22.424
H 19.521 15.368 24.179
H 18.292 15.059 22.996
H 18.583 17.384 22.397
H 20.565 15.781 20.360
C 17.976 10.775 13.294
C 18.334 10.551 14.733
O 17.478 9.821 15.536
O 16.657 11.321 13.132
H 18.078 9.907 12.632
H 18.686 11.563 12.906
H 18.717 11.574 15.068
H 19.298 10.090 14.710
H 16.695 10.345 15.601
H 16.749 12.183 13.542
C 20.350 12.493 9.547
C 21.865 12.681 9.820
O 22.096 13.046 11.187
O 19.567 13.736 9.804
H 19.912 11.667 10.156
H 20.221 12.383 8.451
H 22.218 13.514 9.172
H 22.391 11.747 9.622
H 21.593 12.462 11.788
H 19.946 14.128 10.594
C 22.374 13.383 14.257
C 21.591 14.635 14.203
O 21.270 15.185 15.500
O 21.490 12.362 14.639
H 23.183 13.542 14.963
H 22.792 13.248 13.279
H 20.652 14.512 13.608
H 22.263 15.402 13.794
H 20.417 14.818 15.824
H 21.911 11.560 14.924
C 18.812 21.017 13.777
C 18.345 19.899 14.708
O 19.336 18.885 14.941
O 19.171 20.392 12.596
H 19.647 21.575 14.208
H 17.980 21.689 13.571
H 17.411 19.418 14.420
H 18.123 20.290 15.712
H 19.597 18.439 14.137
H 20.092 20.140 12.616
C 14.875 18.365 9.248
C 15.512 17.233 8.490
O 15.006 15.960 8.713
O 15.128 18.443 10.659
H 13.772 18.505 9.161
H 15.382 19.252 8.915
H 16.538 17.309 8.854
H 15.497 17.472 7.443
H 15.719 15.469 9.234
H 14.278 18.292 11.098
C 18.926 17.897 10.607
C 20.240 17.241 10.991
O 20.446 17.118 12.413
O 17.856 17.044 11.090
H 18.891 17.983 9.569
H 18.725 18.834 11.114
H 21.054 17.891 10.617
H 20.302 16.250 10.528
H 19.763 16.498 12.769
H 17.083 17.614 11.156
C 13.354 8.872 12.857
C 12.436 9.878 13.544
O 13.029 11.154 13.548
O 14.622 8.897 13.466
H 13.360 8.974 11.775
H 13.058 7.884 13.133
H 12.331 9.655 14.617
H 11.419 9.882 13.126
H 12.952 11.641 12.671
H 15.158 9.659 13.153
C 14.880 16.232 18.504
C 16.106 15.536 17.921
O 17.109 16.377 17.417
O 14.209 16.911 17.463
H 15.272 16.989 19.225
H 14.295 15.472 19.044
H 15.703 15.038 17.057
H 16.410 14.679 18.533
H 17.426 16.930 18.179
H 13.664 16.251 16.949
C 11.322 16.091 15.569
C 10.149 15.142 15.522
O 10.264 14.239 14.377
O 12.634 15.505 15.643
H 11.224 16.706 16.448
H 11.340 16.735 14.713
H 9.201 15.679 15.443
H 10.130 14.627 16.465
H 10.565 13.394 14.699
H 12.652 14.494 15.759
C 14.413 19.350 15.235
C 14.185 19.631 13.760
O 13.402 18.599 13.205
O 15.037 18.103 15.215
H 13.416 19.336 15.684
H 14.933 20.137 15.782
H 15.129 19.756 13.297
H 13.679 20.597 13.662
H 13.638 17.821 13.704
H 14.893 17.722 16.101
C 15.526 12.460 8.556
C 16.470 12.683 9.676
O 16.758 14.060 9.804
O 14.204 12.973 8.707
H 15.396 11.344 8.603
H 16.020 12.771 7.599
H 17.366 12.037 9.563
H 15.961 12.401 10.607
H 17.706 14.150 9.929
H 14.185 13.940 8.692
C 14.501 11.802 16.548
C 13.001 11.899 16.932
O 12.260 12.428 15.851
O 14.791 10.672 15.687
H 15.170 11.654 17.376
H 14.769 12.700 16.001
H 12.904 12.606 17.786
H 12.535 10.862 17.218
H 12.601 11.943 15.069
H 14.663 10.837 14.773
C 18.825 13.436 18.236
C 20.274 12.946 18.454
O 20.624 11.982 17.408
O 18.766 14.191 16.987
H 18.468 14.108 18.966
H 18.228 12.536 18.171
H 20.366 12.332 19.429
H 21.040 13.702 18.462
H 20.692 12.544 16.612
H 18.370 15.076 17.241
*
```

Energy = -131584.68660 eV
Orbital gap = 9.83 eV
HOMO energy = -9.53 eV
Largest force on an atom = 0.08225 Eh/bohr
Molecular weight = 1303.43 u
Energy above the lowest of the compared OMol25 structures with the same formula, charge and spin = 0.0 kJ/mol

Löwdin atomic charge list, values in e, 4 entries: C -0.272; C -0.197; O -0.099; O -0.042

---

# 5
# H4N2O5Si2

A single H4N2O5Si2 molecule (ωB97M-V/def2-TZVPD, the OMol25 dataset).

Geometry as ORCA input:
```
! wB97M-V def2-TZVPD RIJCOSX def2/J DEFGRID3
* xyz 0 1
O -3.902 -0.599 -0.282
N -3.664 0.449 0.287
O -2.385 0.806 0.192
Si -1.358 -0.368 -0.449
O 0.137 0.260 -0.295
Si 1.469 0.655 0.438
N 2.738 -0.432 -0.129
O 3.829 0.042 -0.284
O 2.585 -1.653 -0.168
H -1.191 -1.543 0.557
H -1.883 -0.342 -1.725
H 1.786 0.636 1.945
H 1.837 2.089 -0.087
*
```

Energy = -29034.67884 eV
Orbital gap = 10.70 eV
HOMO energy = -11.18 eV
Largest force on an atom = 0.08074 Eh/bohr
Molecular weight = 168.21 u
Energy above the lowest of the compared OMol25 structures with the same formula, charge and spin = 5.8 kJ/mol

natural (NBO) atomic charge list, values in e, 4 entries: O -0.343; N 0.402; O -0.662; Si 1.645

---

# 6
# C17H46N3NbO9P

A molecular structure, C17H46N3NbO9P (ωB97M-V/def2-TZVPD, the OMol25 dataset).

Geometry as ORCA input:
```
! wB97M-V def2-TZVPD RIJCOSX def2/J DEFGRID3
* xyz -1 1
C 4.076 2.981 -2.717
C 3.977 1.774 -1.787
C 3.030 0.692 -2.310
C 1.580 1.071 -2.082
O 0.665 0.149 -2.691
Nb -1.139 0.802 -2.798
C -0.675 1.983 -4.774
O -0.114 3.307 -4.552
N -0.500 4.185 -5.532
O -0.446 5.304 -5.157
P -3.441 1.848 -2.911
O -4.683 1.077 -3.684
O -4.218 2.283 -1.492
H 4.711 3.761 -2.291
H 4.498 2.690 -3.682
H 3.099 3.426 -2.912
H 3.614 2.102 -0.806
H 4.974 1.355 -1.634
H 3.245 -0.252 -1.809
H 3.215 0.564 -3.381
H 1.360 1.151 -1.015
H 1.426 2.054 -2.544
H -0.924 2.287 -1.690
H -1.657 -0.068 -1.265
H -1.860 -0.562 -3.829
H -1.637 2.119 -5.275
H -0.044 1.407 -5.465
H -5.137 1.692 -4.264
H -3.761 3.062 -1.161
C 4.161 -1.901 -0.040
O 4.512 -0.635 0.480
C 3.773 -0.213 1.617
C 4.598 -0.282 2.884
N 4.869 -1.655 3.279
C 5.877 -1.829 4.315
C 7.276 -1.258 4.099
O 8.053 -1.926 3.123
C 7.759 -1.593 1.781
H 4.580 -1.962 -1.043
H 4.568 -2.730 0.552
H 3.076 -2.021 -0.108
H 2.850 -0.795 1.712
H 3.494 0.830 1.447
H 4.041 0.215 3.686
H 5.511 0.303 2.709
H 5.130 -2.191 2.463
H 5.988 -2.903 4.485
H 5.487 -1.402 5.246
H 7.820 -1.388 5.038
H 7.253 -0.181 3.890
H 7.507 -0.533 1.674
H 6.937 -2.184 1.369
H 8.654 -1.802 1.195
C -5.763 0.611 3.559
O -6.257 0.969 2.294
C -5.277 1.015 1.249
C -5.386 -0.152 0.299
N -4.998 -1.405 0.936
C -5.306 -2.612 0.187
C -6.745 -2.878 -0.244
O -7.640 -3.212 0.808
C -8.110 -2.120 1.567
H -6.524 0.876 4.294
H -5.557 -0.463 3.654
H -4.840 1.151 3.800
H -4.271 1.069 1.677
H -5.454 1.927 0.681
H -4.725 0.042 -0.548
H -6.416 -0.178 -0.085
H -5.419 -1.461 1.853
H -4.985 -3.466 0.791
H -4.687 -2.615 -0.717
H -6.728 -3.755 -0.895
H -7.156 -2.051 -0.835
H -8.270 -1.234 0.943
H -7.431 -1.845 2.380
H -9.063 -2.418 2.006
*
```

Energy = -52103.75051 eV
Orbital gap = 5.65 eV
HOMO energy = -3.34 eV
Largest force on an atom = 0.03268 Eh/bohr
Molecular weight = 560.45 u

Löwdin atomic charge list, values in e, 4 entries: C -0.110; C -0.267; C -0.195; C -0.358